Entry 1:
{"formula": "C10H14N4O3P2S", "method": "ωB97M-V/def2-TZVPD", "e_tot_ev": -52107.8552, "homo_energy_ev": -8.32, "lumo_energy_ev": -1.53, "charge": 0, "smiles": "N=[PH2]c1ccc(CP(=O)(O)O)c2nc(CN)c(S)nc12", "gap_ev": 6.8, "species": ["P", "H", "C", "O", "C", "C", "H", "H", "H", "H", "C", "C", "H", "O", "N", "N", "S", "C", "H", "N", "C", "H", "C", "H", "H", "O", "N", "P", "H", "C", "H", "C", "H", "H"], "xyz": [[-3.34, 1.12, 0.65], [2.37, 3.89, -0.15], [1.70, 2.96, -0.13], [-3.76, -0.55, 0.49], [1.54, 0.24, 0.25], [-0.65, 1.66, -0.38], [-1.94, -3.26, 0.63], [-2.10, -4.06, -1.49], [4.42, 2.22, 1.89], [-0.36, 3.95, -0.69], [-2.23, 1.74, -0.74], [-0.91, -3.45, 0.12], [4.49, 2.39, -1.31], [-2.83, 1.44, 2.06], [5.14, 2.10, -0.56], [-1.14, -3.73, -1.33], [2.30, -3.72, 0.88], [0.03, 0.27, -0.05], [-2.48, 1.21, -1.73], [2.28, -0.94, 0.57], [2.35, 1.61, 0.22], [-5.00, 2.01, -0.49], [1.44, -2.09, 0.52], [3.05, -4.09, -0.22], [4.64, 0.16, 0.86], [-4.85, 1.96, 0.49], [-0.83, -0.88, -0.09], [4.22, 1.53, 0.64], [-0.42, -4.30, 0.71], [0.16, 2.98, -0.42], [-0.43, -4.36, -1.72], [-0.08, -2.06, 0.19], [-4.34, -0.75, 1.27], [-2.48, 2.86, -0.91]], "mulliken_charge": [0.973, 0.356, -0.494, -0.470, 0.091, 0.638, 0.260, 0.218, 0.086, 0.217, -0.805, -0.589, 0.228, -0.662, -0.710, -0.528, -0.268, 0.427, 0.390, -0.423, 0.060, 0.313, -0.060, 0.173, 0.092, -0.522, -0.249, 0.385, 0.391, -0.760, 0.196, 0.315, 0.331, 0.397]}



Entry 2:
{"formula": "C10H14NO", "method": "ωB97M-V/def2-TZVPD", "e_above_lowest_kcal_mol": 85.0, "e_tot_ev": -14124.9960, "homo_energy_ev": -14.57, "lumo_energy_ev": -6.47, "charge": 1, "gap_ev": 8.1, "species": ["H", "H", "O", "H", "N", "H", "H", "H", "C", "C", "C", "H", "H", "C", "C", "C", "C", "H", "C", "C", "H", "H", "H", "H", "H", "C"], "xyz": [[0.54, 1.19, -3.23], [2.40, -2.30, 1.50], [-0.86, 0.45, -0.22], [-1.06, 2.91, -2.38], [0.82, -3.75, 2.91], [1.77, -4.15, 2.79], [-1.46, 3.20, -0.72], [-1.60, -2.53, 2.86], [0.50, -2.67, 2.21], [-0.36, -0.52, 0.49], [-0.28, 1.41, -1.16], [0.35, -0.34, -2.45], [-1.05, 0.58, -2.92], [0.89, 2.07, -0.41], [-1.25, -1.21, 1.37], [1.05, -0.91, 0.53], [-0.03, 0.63, -2.50], [-2.33, 1.95, -1.52], [-1.36, 2.40, -1.44], [1.46, -1.84, 1.48], [0.47, 2.15, 0.64], [0.96, 3.01, -0.81], [1.85, -0.22, 0.00], [-2.37, -0.97, 1.18], [1.79, 1.62, -0.42], [-0.85, -2.15, 2.21]], "mulliken_charge": [0.388, 0.353, -0.306, 0.407, -0.562, 0.288, 0.419, 0.431, 0.587, 0.847, 1.412, 0.422, 0.403, -1.848, -0.483, -0.110, -1.447, 0.452, -1.648, -0.600, 0.408, 0.518, 0.141, 0.328, 0.523, -0.324]}



Entry 3:
{"formula": "C10H14NO3", "method": "ωB97M-V/def2-TZVPD", "e_above_lowest_kcal_mol": 75.3, "e_tot_ev": -18218.0264, "homo_energy_ev": -12.01, "lumo_energy_ev": -3.45, "charge": 1, "gap_ev": 8.6, "species": ["H", "H", "H", "H", "H", "O", "H", "C", "H", "H", "O", "O", "C", "C", "C", "H", "H", "H", "H", "H", "C", "C", "C", "C", "N", "H", "C", "C"], "xyz": [[-1.12, -0.93, 2.22], [-3.43, 1.54, 0.43], [-1.34, -2.61, 0.72], [-0.66, 1.72, 1.58], [4.71, -1.49, 1.41], [2.32, -0.61, 0.77], [-1.93, 1.54, 2.42], [-1.55, -2.36, -1.45], [5.36, -1.37, 0.05], [-1.24, 0.52, -1.30], [3.28, 0.73, -0.56], [1.49, 1.96, -1.57], [-1.58, 1.27, 1.44], [-2.10, 0.46, -0.71], [-1.59, -2.07, -0.12], [5.49, 0.06, 0.96], [-1.33, -3.42, -1.83], [1.87, 2.83, -1.53], [-1.99, -1.63, -2.17], [-2.24, 2.50, -0.29], [4.81, -0.74, 0.73], [1.24, 0.08, 0.17], [-1.53, -0.20, 1.39], [1.85, 1.02, -0.64], [-1.87, -0.66, 0.22], [-3.05, 0.20, -1.22], [3.47, -0.24, 0.27], [-2.41, 1.64, 0.21]], "mulliken_charge": [0.268, 0.354, 0.406, 0.370, 0.387, -0.288, 0.444, -0.729, 0.363, 0.543, -0.328, -0.492, -0.691, -0.673, -0.019, 0.315, 0.278, 0.360, 0.253, 0.463, -1.253, -0.187, 0.000, 0.260, 0.259, 0.403, 0.922, -0.990]}



Entry 4:
{"formula": "C10H14O", "method": "ωB97M-V/def2-TZVPD", "e_above_lowest_kcal_mol": 38.1, "e_tot_ev": -12636.2070, "homo_energy_ev": [-5.27, -8.31], "lumo_energy_ev": [0.91, -1.76], "charge": 0, "spin_multiplicity": 3, "gap_ev": [6.2, 6.5], "species": ["H", "C", "H", "H", "H", "H", "H", "C", "H", "C", "H", "H", "H", "O", "H", "H", "C", "C", "H", "C", "C", "H", "C", "C", "C"], "xyz": [[-1.91, -0.72, -1.16], [-1.49, 1.00, 0.27], [1.35, 0.72, 1.38], [-1.84, -0.17, 2.16], [-2.39, 1.64, 0.46], [0.21, 1.88, 2.14], [1.69, 1.64, -1.12], [-1.30, -0.10, 1.23], [0.05, 2.04, -2.11], [0.63, -1.01, -0.17], [1.57, 2.51, 1.03], [-0.16, -1.78, 1.81], [-0.61, -2.50, -0.92], [1.95, -0.84, 0.24], [1.03, -3.02, -0.42], [2.04, -1.47, 0.96], [0.66, 1.54, -1.27], [-1.46, 0.27, -1.07], [-1.83, 0.66, -1.98], [0.77, 1.68, 1.31], [-0.06, 1.39, 0.06], [0.91, -2.18, -1.97], [0.08, 0.18, -0.88], [0.46, -2.31, -0.98], [-0.37, -1.05, 1.00]], "mulliken_charge": [0.280, 0.153, 0.304, 0.427, 0.357, 0.400, 0.422, -0.732, 0.192, 1.282, 0.297, 0.303, 0.379, -0.569, 0.407, 0.452, -0.836, -1.027, 0.396, -1.356, 0.418, 0.355, 0.069, -1.669, -0.703]}



Entry 5:
{"formula": "C10H14O2S2", "method": "ωB97M-V/def2-TZVPD", "e_above_lowest_kcal_mol": 61.2, "e_tot_ev": -36358.4487, "homo_energy_ev": -7.95, "lumo_energy_ev": -1.90, "charge": 0, "gap_ev": 6.1, "species": ["H", "H", "S", "C", "H", "O", "H", "S", "C", "H", "H", "C", "H", "H", "C", "C", "H", "C", "C", "H", "H", "O", "C", "H", "H", "C", "C", "H"], "xyz": [[0.13, 1.11, -0.59], [-2.39, -1.44, 2.89], [1.29, -2.15, 4.80], [1.55, -0.37, -0.35], [0.79, 1.95, 1.62], [0.71, -0.95, 0.64], [-0.43, -1.71, -1.10], [-0.50, -1.91, 4.12], [-0.02, -0.16, -2.41], [1.60, -0.21, 2.37], [-0.56, 0.61, -2.92], [-2.19, 0.45, 1.71], [2.17, 1.25, -2.67], [0.78, -0.64, -2.98], [0.10, 1.17, 1.72], [-1.89, -0.70, 2.32], [2.41, 0.27, 0.01], [-0.51, -0.90, 2.65], [0.56, -0.24, 1.89], [-1.86, -0.65, -1.45], [1.94, -1.22, -0.82], [1.61, 1.50, -1.94], [0.75, 0.52, -1.35], [-1.20, -1.98, -2.62], [-1.36, 2.41, 1.16], [-0.99, -1.17, -1.81], [-1.14, 1.42, 1.49], [-3.19, 0.63, 1.42]], "mulliken_charge": [-0.165, 0.461, -0.269, -0.981, 0.418, -0.417, 0.330, 0.005, -0.602, 0.455, 0.311, -0.720, 0.335, 0.402, -1.197, -0.788, 0.299, 0.022, 0.627, 0.261, 0.493, -0.622, 0.822, 0.312, 0.432, -1.027, 0.278, 0.523]}



Entry 6:
{"formula": "C10H14O2S2", "method": "ωB97M-V/def2-TZVPD", "e_above_lowest_kcal_mol": 94.2, "e_tot_ev": -36357.0197, "homo_energy_ev": [-8.54, -8.54], "lumo_energy_ev": [-0.50, -0.50], "charge": 0, "gap_ev": [8.0, 8.0], "species": ["H", "H", "H", "S", "C", "H", "H", "S", "C", "H", "H", "H", "C", "O", "H", "C", "H", "C", "H", "C", "C", "H", "O", "C", "C", "H", "H", "C"], "xyz": [[1.88, -4.09, 0.06], [3.52, -2.23, -1.07], [-0.01, -0.10, 2.85], [-0.72, -1.66, -0.71], [1.24, -2.27, -2.33], [3.92, -3.15, 0.38], [-1.78, -0.18, 3.24], [0.88, 0.80, -0.43], [-0.98, -0.37, 2.47], [3.25, -1.62, 0.63], [-1.12, -1.46, 2.15], [-3.07, 3.46, -2.91], [-2.88, 3.08, -1.92], [0.89, 2.06, 0.31], [-1.28, 1.41, 1.34], [-2.09, 3.66, -1.05], [-1.74, 5.05, 0.47], [-1.38, 4.31, -0.20], [-3.02, 1.96, -1.90], [-1.27, 0.32, 1.15], [1.86, -2.93, 0.02], [1.47, -2.61, 0.95], [1.40, -2.22, -3.49], [0.95, -2.39, -1.07], [3.26, -2.46, -0.08], [-0.40, 3.90, 0.16], [-2.32, -0.14, 1.03], [-0.46, -0.10, -0.04]], "mulliken_charge": [0.285, 0.329, 0.322, -0.136, 0.794, 0.376, 0.335, 0.346, -1.047, 0.267, 0.242, 0.272, -0.757, -0.562, 0.264, 0.422, 0.263, -0.569, 0.199, -0.633, -0.350, 0.206, -0.422, -0.301, -1.097, 0.200, 0.237, 0.514]}



Entry 7:
{"formula": "C10H15AlOS7", "method": "ωB97M-V/def2-TZVPD", "e_above_lowest_kcal_mol": 11.5, "e_tot_ev": -95107.3444, "homo_energy_ev": -7.74, "lumo_energy_ev": -0.22, "charge": 0, "gap_ev": 7.5, "species": ["H", "O", "C", "H", "H", "H", "S", "S", "H", "S", "S", "C", "H", "C", "H", "C", "C", "H", "C", "C", "H", "S", "H", "S", "Al", "H", "C", "H", "H", "C", "C", "S", "H", "H"], "xyz": [[1.69, -4.09, -0.20], [-0.15, 2.00, 0.84], [-1.00, 1.46, -3.49], [0.57, 3.75, 0.42], [-3.42, 2.51, -2.08], [1.15, -3.14, -1.44], [0.82, -4.57, 2.59], [1.04, -2.47, 4.65], [2.23, 2.36, 1.74], [1.68, -5.34, 5.33], [0.62, -0.22, 2.70], [0.71, -1.95, 3.03], [-1.85, 2.07, -3.76], [1.45, -3.11, -0.44], [3.08, 2.91, 0.22], [0.83, 2.80, 0.14], [0.58, -2.87, 2.13], [-0.99, 0.63, -4.22], [2.18, 2.33, 0.61], [-3.44, 1.48, -1.79], [2.32, -2.46, -0.30], [-2.33, 0.09, 0.21], [0.76, 2.63, -0.92], [0.00, -2.60, 0.49], [-0.23, -0.03, 0.59], [-1.07, 2.31, 0.74], [1.27, -4.18, 4.28], [-4.13, 1.53, -1.02], [-3.89, 1.12, -2.69], [-1.03, 0.90, -2.07], [-2.15, 0.87, -1.36], [0.43, -0.02, -1.58], [-0.09, 2.00, -3.69], [2.34, 1.30, 0.34]], "mulliken_charge": [0.499, -0.385, -1.413, 0.519, 0.414, 0.400, -0.062, -0.080, 0.273, -0.212, -0.377, 0.502, 0.394, -1.052, 0.355, -0.063, -0.250, 0.293, -0.969, -1.962, 0.282, -0.328, 0.127, 0.016, 0.520, 0.306, 0.108, 0.510, 0.405, 0.528, 0.533, -0.309, 0.322, 0.155]}



Entry 8:
{"formula": "C10H15BrNO", "method": "ωB97M-V/def2-TZVPD", "e_above_lowest_kcal_mol": 6.5, "e_tot_ev": -84184.1668, "homo_energy_ev": -12.57, "lumo_energy_ev": -2.97, "charge": 1, "gap_ev": 9.6, "species": ["H", "H", "H", "C", "C", "H", "H", "O", "H", "N", "H", "H", "Br", "C", "C", "H", "C", "C", "H", "H", "C", "H", "C", "C", "H", "H", "H", "C"], "xyz": [[-0.94, -3.24, 1.41], [0.68, -3.29, 1.84], [-3.90, 3.13, -0.39], [0.37, -1.62, 0.46], [-1.32, 1.64, 1.32], [-0.15, 1.85, -1.78], [2.17, -2.70, -1.40], [0.75, 1.05, 0.63], [-0.13, -0.97, 1.26], [1.76, -1.27, 0.12], [1.62, 0.71, -1.25], [-3.32, 2.06, 1.95], [3.48, 1.05, 0.25], [0.17, -3.13, 0.96], [-2.07, 2.58, -1.22], [-2.41, 3.08, -2.16], [2.14, -1.66, -1.26], [1.70, 0.56, -0.11], [-1.08, 1.30, 2.28], [3.22, -1.37, -1.38], [-2.64, 2.08, 1.01], [2.41, -1.42, 0.79], [-2.98, 2.66, -0.20], [-0.48, 1.50, 0.23], [0.36, -3.85, 0.24], [1.61, -1.20, -2.09], [-0.16, -1.48, -0.48], [-0.88, 1.95, -1.03]], "mulliken_charge": [0.335, 0.439, 0.467, -0.086, -0.367, 0.319, 0.422, -0.232, 0.153, -0.051, 0.218, 0.245, -0.005, -1.404, -0.554, 0.323, -1.061, 0.064, 0.531, 0.358, -0.506, 0.387, -0.546, 0.948, 0.426, 0.388, 0.340, -0.549]}



Entry 9:
{"formula": "C10H15CeClI2N2O2P", "method": "ωB97M-V/def2-TZVPD", "e_above_lowest_kcal_mol": 0.0, "e_tot_ev": -68616.7203, "homo_energy_ev": [-14.99, -14.99], "lumo_energy_ev": [-8.32, -8.26], "charge": 2, "spin_multiplicity": 2, "gap_ev": [6.7, 6.7], "species": ["I", "H", "H", "H", "C", "H", "C", "C", "H", "H", "C", "H", "Ce", "H", "C", "H", "N", "H", "H", "O", "H", "C", "C", "Cl", "I", "P", "C", "H", "C", "H", "H", "N", "C", "O"], "xyz": [[-3.93, -1.49, -2.66], [2.01, -1.54, -3.47], [-0.50, -0.25, 5.74], [-1.80, 0.75, -4.84], [1.06, -1.51, -4.03], [1.97, 2.24, 6.49], [-0.29, -0.38, 4.68], [1.00, 1.27, -3.95], [-1.39, -2.15, 1.96], [1.05, 0.78, 6.61], [-1.16, -0.14, -4.87], [-1.80, -1.03, -4.85], [0.33, -0.23, -0.37], [-1.72, -2.00, 4.44], [0.89, 0.20, 2.65], [0.55, -2.47, -3.93], [0.12, -0.69, 1.92], [0.44, 2.21, -3.80], [1.22, 1.15, -5.02], [-3.01, 0.49, 0.84], [1.69, 0.70, 2.08], [0.67, 0.40, 4.02], [-2.08, 0.30, 0.17], [2.82, 0.01, -0.81], [-3.90, 1.13, -2.65], [-0.03, -0.16, -3.42], [1.46, 1.48, 4.69], [1.26, -1.32, -5.10], [-1.01, -1.34, 3.96], [1.95, 1.32, -3.38], [-0.54, -0.13, -5.78], [1.38, 1.55, 6.05], [-0.82, -1.45, 2.58], [2.13, 2.28, 4.04]], "mulliken_charge": [0.020, 0.391, 0.386, 0.302, -1.191, 0.265, -0.241, -1.157, 0.504, 0.182, -1.144, 0.296, 1.353, 0.432, 0.104, 0.378, -0.324, 0.373, 0.390, -0.085, 0.587, 0.121, 0.216, -0.344, 0.023, 0.574, 0.397, 0.391, -0.834, 0.370, 0.434, -0.358, -0.232, -0.579]}



Entry 10:
{"formula": "C10H15ClO2S", "method": "ωB97M-V/def2-TZVPD", "e_above_lowest_kcal_mol": 62.9, "e_tot_ev": -38060.3449, "homo_energy_ev": [-8.79, -7.99], "lumo_energy_ev": [-0.36, -1.25], "charge": 0, "gap_ev": [8.4, 6.7], "species": ["C", "Cl", "H", "C", "H", "H", "C", "O", "C", "C", "S", "H", "H", "H", "C", "H", "H", "O", "H", "H", "C", "H", "C", "H", "C", "C", "H", "H", "H"], "xyz": [[-0.95, 1.87, -1.29], [2.73, 1.82, 0.34], [-1.56, 0.91, -3.00], [2.42, 0.29, 0.98], [-0.09, -2.83, 0.12], [0.60, 2.44, 0.10], [-0.92, 0.33, 2.11], [3.32, -0.43, -1.43], [-0.41, 1.86, 0.12], [-0.51, -2.01, 0.61], [2.43, -0.86, -0.36], [0.89, 0.36, -1.39], [-0.35, -0.59, 2.44], [-0.93, 2.57, 0.74], [-0.42, -0.60, -0.10], [-0.68, 1.18, 2.65], [-1.76, -1.28, -1.58], [2.69, -2.27, 0.02], [-0.95, 2.76, -1.83], [-1.55, -2.27, 0.48], [0.77, -0.67, -1.04], [-2.51, -0.32, -0.40], [-1.64, -0.41, -1.01], [-2.00, 0.18, 2.07], [-1.48, 0.79, -1.86], [-0.38, 0.56, 0.79], [-0.18, -2.05, 1.59], [0.58, -1.33, -1.88], [2.82, -0.01, 2.01]], "mulliken_charge": [-0.638, -0.138, 0.237, -0.283, 0.396, 0.073, -1.585, -0.671, -0.964, -2.085, 1.185, 0.241, 0.203, 0.586, 1.698, 0.682, 0.627, -0.713, 0.491, 0.527, -1.349, 0.434, -1.078, 0.229, -0.511, 0.780, 0.542, 0.675, 0.412]}



Entry 11:
{"formula": "C10H15ClO9S", "method": "ωB97M-V/def2-TZVPD", "e_tot_ev": -52394.3565, "homo_energy_ev": -9.37, "lumo_energy_ev": -0.30, "charge": 0, "gap_ev": 9.1, "species": ["C", "O", "H", "H", "H", "O", "C", "C", "C", "H", "H", "O", "O", "H", "C", "H", "H", "C", "O", "H", "H", "H", "O", "C", "C", "Cl", "C", "H", "H", "C", "H", "O", "O", "H", "S", "O"], "xyz": [[0.69, -0.70, -0.68], [1.09, -3.73, 1.28], [1.05, -3.34, -0.74], [3.59, 3.88, 1.93], [-4.89, -3.98, -0.61], [2.81, 3.68, -0.70], [2.56, 3.83, 1.57], [1.03, -1.56, 0.51], [2.59, 2.44, -0.22], [3.00, 5.52, 0.24], [1.52, -0.64, -1.37], [2.61, 1.44, -0.86], [-4.46, -1.15, -2.18], [0.58, 3.93, 2.40], [1.60, 4.20, 2.67], [2.60, -3.01, 0.05], [-0.19, -1.09, -1.19], [-5.18, -2.97, -0.86], [-0.75, -3.62, 2.58], [0.44, 0.31, -0.35], [1.84, 3.68, 3.60], [-3.50, -1.72, -0.38], [2.32, 2.49, 1.11], [2.39, 4.62, 0.29], [-0.01, -3.12, 1.79], [-2.00, -3.75, -3.58], [1.52, -2.95, 0.16], [1.64, 5.28, 2.87], [1.34, 4.88, 0.10], [-4.28, -2.01, -1.07], [-6.24, -2.74, -0.99], [-2.07, -1.00, -2.81], [-0.15, -1.88, 1.28], [1.73, -1.05, 1.17], [-3.37, -1.26, -3.36], [-3.46, -2.92, -3.64]], "mulliken_charge": [-1.274, -0.348, 0.270, 0.264, 0.251, -0.333, 0.466, 0.604, 0.601, 0.313, 0.405, -0.494, -0.237, 0.351, -1.412, 0.313, 0.325, -0.642, -0.549, 0.217, 0.353, 0.399, -0.280, -0.504, 0.630, 0.047, -0.437, 0.375, 0.308, -0.022, 0.256, -0.367, -0.357, 0.231, 0.526, -0.249]}



Entry 12:
{"formula": "C10H15DyN3OP", "method": "ωB97M-V/def2-TZVPD", "e_above_lowest_kcal_mol": 26.1, "e_tot_ev": -50498.8751, "homo_energy_ev": [-5.65, -5.14], "lumo_energy_ev": [-0.56, -1.35], "charge": 0, "spin_multiplicity": 6, "gap_ev": [5.1, 3.8], "species": ["H", "H", "C", "Dy", "C", "H", "H", "H", "C", "C", "H", "H", "O", "H", "P", "H", "C", "C", "H", "H", "H", "C", "C", "N", "H", "C", "H", "N", "H", "N", "C"], "xyz": [[-0.97, 1.29, 1.71], [0.34, 3.65, -0.02], [0.44, -1.77, -0.03], [-1.89, -1.15, -1.04], [-0.81, 2.28, -1.35], [1.28, -1.04, 3.56], [2.38, -2.93, -1.36], [1.86, -4.30, -0.33], [0.55, 2.58, -3.22], [-0.59, 1.87, -2.73], [-0.24, 1.02, 3.24], [-1.73, 2.04, -0.76], [-0.02, -2.11, -1.21], [2.61, -2.74, 2.17], [-3.54, -0.17, 0.88], [-4.92, -0.26, 0.55], [1.80, -2.12, 1.79], [1.11, 3.33, -2.14], [-1.29, 1.23, -3.32], [-3.63, -0.81, 2.15], [3.29, -3.34, 0.11], [0.22, 3.24, -1.02], [0.15, -0.41, 1.82], [-0.47, 0.67, 2.33], [0.98, 2.46, -4.22], [2.30, -3.29, -0.33], [-3.57, 1.19, 1.36], [-0.27, -0.78, 0.57], [2.04, 3.89, -2.14], [1.53, -2.32, 0.47], [1.07, -1.20, 2.50]], "mulliken_charge": [0.155, 0.311, 0.281, 1.225, 0.178, 0.310, 0.347, 0.299, -0.754, -0.507, 0.207, 0.357, -0.781, 0.342, -0.151, 0.087, -0.382, -0.357, 0.170, 0.132, 0.371, -0.942, 0.596, -0.354, 0.376, -1.026, 0.142, -0.456, 0.398, 0.166, -0.739]}



Question: Number 12 is which compound?
Answer: C10H15DyN3OP